Record 1
DFT (ωB97M-V/def2-TZVPD) results for a molecular structure, C38H65BN11O2STa at a distorted geometry.

```
119
C38H65BN11O2STa (ωB97M-V/def2-TZVPD)
Ta -1.037 0.703 -4.207
C -6.489 -4.406 0.964
C -5.696 -3.163 1.364
C -5.636 -2.124 0.336
C -4.335 -3.486 1.954
C -4.285 -4.387 3.051
C -2.914 -4.546 3.405
C -2.259 -5.134 4.665
C -2.892 -4.361 5.925
C -0.754 -5.148 4.992
N -2.216 -3.690 2.429
N -3.145 -3.112 1.519
B -0.794 -3.616 2.695
N -2.060 2.423 -2.673
N -0.854 1.901 -2.520
C -0.142 2.694 -1.507
C -0.877 3.810 -1.300
C -2.061 3.636 -2.200
C -3.325 4.382 -2.192
C -4.413 3.485 -1.486
C -3.079 5.827 -1.624
C 1.074 2.061 -0.860
C 0.544 1.666 0.561
C 2.210 3.018 -0.864
N 0.042 -2.530 2.625
N 1.359 -2.671 2.093
C 2.131 -1.887 2.792
C 1.290 -0.827 3.340
C -0.070 -1.288 3.156
C -1.306 -0.623 3.917
C -2.638 -0.638 3.166
C -1.224 -0.865 5.486
C 3.632 -2.071 2.692
C 4.208 -2.057 4.200
C 4.309 -0.934 1.966
H -5.844 -5.316 1.099
H -7.189 -4.502 0.126
H -7.215 -4.560 1.732
H -6.355 -2.826 2.130
H -4.725 -1.581 0.047
H -6.427 -1.338 0.454
H -5.761 -2.740 -0.557
H -5.186 -4.830 3.487
H -2.819 -6.082 4.753
H -2.207 -3.508 6.195
H -2.963 -5.064 6.771
H -3.748 -3.802 5.552
H -0.443 -4.111 5.097
H -0.184 -5.788 4.305
H -0.603 -5.656 6.005
H -0.375 -4.718 2.725
H -0.888 4.532 -0.512
H -3.656 4.454 -3.252
H -5.293 4.117 -1.370
H -4.033 3.159 -0.490
H -4.599 2.636 -2.140
H -2.000 6.085 -1.848
H -3.188 5.792 -0.526
H -3.774 6.487 -2.162
H 1.372 1.097 -1.377
H -0.143 2.422 1.004
H 1.371 1.556 1.294
H -0.262 1.000 0.571
H 3.198 2.539 -0.911
H 2.153 3.774 -0.075
H 2.174 3.750 -1.699
H 1.511 0.130 3.808
H -1.014 0.447 3.756
H -2.952 0.420 2.960
H -3.395 -1.200 3.818
H -2.690 -1.173 2.207
H -1.576 0.037 6.072
H -0.168 -1.120 5.709
H -1.953 -1.638 5.713
H 3.822 -2.975 2.170
H 5.145 -2.575 3.921
H 3.643 -2.817 4.835
H 4.199 -1.076 4.914
H 4.225 0.045 2.494
H 4.100 -0.798 0.913
H 5.418 -1.125 1.884
N 0.677 -0.053 -4.189
C 0.943 -1.261 -3.516
C 2.371 -1.519 -3.458
C 2.710 -2.747 -2.605
C 10.190 4.871 -0.788
N 10.532 3.637 -1.263
C 10.255 3.073 -2.458
N 9.462 3.722 -3.332
N 10.567 1.806 -2.683
C 0.079 -1.204 -2.290
O 0.419 -1.317 -1.121
O -1.188 -0.844 -2.717
H 2.233 -2.799 -1.582
H 1.509 0.462 -4.530
H 0.433 -2.136 -4.076
H 2.762 -0.601 -3.009
H 2.703 -1.462 -4.470
H 3.779 -2.876 -2.570
H 2.440 -3.648 -3.260
H 10.270 5.119 0.339
H 9.682 5.477 -1.549
H 11.017 3.059 -0.588
H 9.119 4.672 -3.115
H 9.268 3.566 -4.350
H 11.103 1.299 -1.972
H 10.620 1.464 -3.662
S -2.528 0.744 -5.861
C -3.048 2.357 -6.483
C -2.371 3.572 -6.714
C -3.207 4.779 -6.692
C -4.565 4.738 -6.473
C -5.166 3.450 -6.768
N -4.399 2.357 -6.825
H -1.340 3.658 -6.408
H -2.631 5.692 -6.955
H -5.093 5.675 -6.387
H -6.227 3.274 -6.995
H 1.621 -3.659 1.912
```

HOMO level (alpha / beta)   -8.06 / -8.06 eV
Charge   +2

=====

Record 2
DFT (ωB97M-V/def2-TZVPD) results for a molecular structure, C38H67Br4ClNO2 at a distorted geometry.

```
113
C38H67Br4ClNO2 (ωB97M-V/def2-TZVPD)
C -3.758 -0.607 -4.696
C -3.923 -1.962 -4.067
C -2.774 -2.604 -3.043
C -1.480 -1.589 -2.943
C -1.554 -0.462 -1.709
C -2.810 -0.331 -0.657
Br -4.149 1.149 -1.079
C -3.031 -1.196 0.543
C -1.940 -2.408 0.807
Br -4.620 -0.781 1.689
C -0.285 0.566 -1.570
C -0.185 1.720 -0.365
C 1.165 1.465 0.571
O 2.198 2.435 0.176
C 2.258 3.585 1.098
C 2.200 4.991 0.213
C 0.945 0.446 -2.674
N 0.948 -0.585 -3.823
C 2.155 -0.495 -4.757
C 2.486 1.075 -5.225
O 3.779 1.489 -5.116
Cl 1.132 2.195 -5.862
C -0.184 -1.618 -4.001
C -0.159 -2.760 -5.207
Br 1.486 -3.962 -5.096
C -0.373 -2.119 -6.716
C -1.789 -2.752 -7.343
Br 1.068 -2.703 -8.031
H -3.267 0.286 -4.104
H -4.147 -0.354 -5.789
H -4.918 -2.589 -4.260
H -2.525 -3.677 -3.437
H -3.346 -2.743 -2.005
H -1.835 -3.001 -0.221
H -2.406 -3.120 1.615
H -0.874 -2.027 1.110
H -1.181 1.765 0.250
H -0.031 2.743 -0.938
H 1.593 0.390 0.305
H 0.950 1.482 1.722
H 1.347 3.637 1.839
H 3.280 3.550 1.685
H 1.120 5.450 0.263
H 2.466 4.818 -0.920
H 2.926 5.762 0.721
H 1.838 1.223 -2.516
H 3.084 -0.891 -4.131
H 2.038 -1.104 -5.749
H -1.073 -3.513 -5.056
H -0.465 -0.936 -6.702
H -2.641 -2.737 -6.511
H -1.541 -3.906 -7.517
H -2.126 -2.202 -8.323
C 8.587 2.159 0.192
C 7.565 2.181 -0.933
C 6.121 2.286 -0.435
C 5.639 1.115 0.429
C 5.729 -0.264 -0.229
C 4.865 -0.394 -1.473
H 8.458 1.286 0.839
H 9.600 2.118 -0.221
H 8.509 3.061 0.807
H 7.690 1.293 -1.562
H 7.774 3.044 -1.577
H 5.458 2.398 -1.301
H 6.013 3.211 0.146
H 4.596 1.304 0.714
H 6.207 1.095 1.366
H 5.406 -1.017 0.500
H 6.769 -0.505 -0.476
H 3.813 -0.203 -1.238
H 4.941 -1.408 -1.880
H 5.177 0.301 -2.257
C -11.861 -0.565 2.986
C -11.568 -1.748 2.076
C -10.247 -2.448 2.404
C -8.990 -1.585 2.242
C -8.783 -0.985 0.850
C -8.604 -2.033 -0.236
H -11.106 0.219 2.887
H -12.831 -0.126 2.731
H -11.898 -0.880 4.034
H -11.580 -1.420 1.032
H -12.381 -2.476 2.179
H -10.158 -3.342 1.776
H -10.284 -2.811 3.439
H -8.116 -2.197 2.497
H -9.010 -0.771 2.976
H -7.886 -0.352 0.875
H -9.616 -0.321 0.589
H -7.747 -2.677 -0.018
H -8.426 -1.547 -1.202
H -9.493 -2.661 -0.342
C 3.383 0.182 3.692
C 4.424 1.217 4.089
C 5.603 0.622 4.862
C 5.246 -0.022 6.207
C 4.543 0.898 7.207
C 5.389 2.089 7.627
H 2.925 -0.287 4.567
H 2.584 0.656 3.113
H 3.830 -0.602 3.072
H 3.948 2.015 4.668
H 4.810 1.690 3.177
H 6.351 1.407 5.021
H 6.092 -0.135 4.236
H 6.168 -0.401 6.663
H 4.614 -0.901 6.034
H 4.296 0.314 8.102
H 3.587 1.250 6.800
H 6.329 1.758 8.079
H 4.851 2.691 8.367
H 5.622 2.738 6.779
```

HOMO level   -11.74 eV
Charge   +1

=====

Record 3
DFT (ωB97M-V/def2-TZVPD) results for a molecular structure, C38H67ClCsIN7O9PSSe3Te at a distorted geometry.

```
130
C38H67ClCsIN7O9PSSe3Te (ωB97M-V/def2-TZVPD)
Cs -0.233 2.382 -0.170
Se 2.619 2.194 2.704
Se 1.449 3.190 4.459
Te -0.986 2.556 4.276
Se -1.350 0.226 5.171
O 0.258 -1.022 -1.058
H 0.911 -1.089 -0.338
H -0.570 -0.783 -0.639
O -2.110 -0.169 -0.002
H -1.771 -0.495 0.838
H -3.085 0.091 0.120
O -0.672 -1.352 2.191
H -1.302 -1.039 2.924
H 0.185 -1.181 2.641
O 1.605 -0.726 3.714
H 1.043 -0.468 4.467
H 2.036 0.107 3.436
I -11.483 2.417 0.597
C -9.397 2.140 0.079
C -8.595 3.239 -0.196
C -7.235 3.098 -0.377
C -6.645 1.827 -0.392
C -7.464 0.732 -0.148
C -8.844 0.887 0.125
C -5.070 1.666 -0.234
O -4.406 2.744 -0.326
O -4.742 0.512 0.042
H -9.070 4.220 -0.182
H -6.578 3.973 -0.427
H -7.033 -0.276 -0.151
H -9.406 -0.004 0.386
N -1.846 5.183 0.175
C -2.472 6.480 0.079
C -1.440 7.589 -0.183
O -0.174 7.210 -0.413
O -1.741 8.753 -0.207
H -0.215 6.233 -0.350
H -2.360 4.435 -0.300
H -1.811 4.828 1.128
H -3.049 6.775 0.974
H -3.266 6.483 -0.680
C -0.885 5.530 -4.306
C -1.593 4.370 -5.043
C -3.042 4.823 -5.358
P -1.439 2.804 -4.032
C -0.089 1.868 -4.865
C -0.239 1.468 -6.360
C 1.229 2.622 -4.648
C -2.966 1.827 -4.496
C -4.193 2.260 -3.687
C -2.782 0.308 -4.342
H -1.554 5.890 -3.548
H -0.608 6.408 -4.910
H 0.024 5.223 -3.803
H -1.144 4.148 -5.999
H -3.591 5.137 -4.495
H -3.629 4.087 -5.880
H -2.975 5.733 -6.014
H -0.049 0.942 -4.280
H -0.052 2.322 -7.004
H -1.213 1.099 -6.615
H 0.470 0.685 -6.600
H 1.301 3.554 -5.246
H 2.096 2.001 -4.900
H 1.266 2.868 -3.534
H -3.161 1.991 -5.561
H -4.008 2.055 -2.590
H -5.075 1.649 -3.951
H -4.451 3.312 -3.743
H -2.607 -0.014 -3.302
H -2.014 -0.113 -4.975
H -3.726 -0.186 -4.603
C 3.394 -5.158 6.004
C 3.230 -4.284 4.786
C 4.051 -2.982 5.071
C 1.744 -3.848 4.668
C 3.800 -4.983 3.493
O 5.272 -4.849 3.402
C 3.687 -6.508 3.530
C 2.290 -7.136 3.570
C 1.601 -7.388 2.206
C 0.281 -7.042 2.027
C -0.400 -7.262 0.822
C 0.309 -7.822 -0.228
Cl -0.619 -8.187 -1.693
C 1.642 -8.160 -0.086
C 2.280 -7.921 1.134
C 3.171 -4.557 2.147
N 3.348 -3.163 1.800
C 2.454 -2.307 1.226
N 3.059 -1.180 0.853
C 4.296 -1.351 1.336
N 4.550 -2.537 1.910
H 3.269 -4.570 6.895
H 4.442 -5.567 6.093
H 2.711 -6.019 6.064
H 3.719 -2.523 5.978
H 4.004 -2.178 4.311
H 5.124 -3.198 5.047
H 1.455 -3.294 5.564
H 0.997 -4.635 4.598
H 1.540 -3.176 3.870
H 5.477 -3.985 2.981
H 4.186 -6.897 4.420
H 4.237 -6.998 2.706
H 1.613 -6.535 4.179
H 2.355 -8.091 4.116
H -0.269 -6.574 2.812
H -1.456 -6.963 0.716
H 2.115 -8.676 -0.922
H 3.305 -8.349 1.229
H 2.103 -4.806 2.186
H 3.652 -5.181 1.415
H 1.437 -2.636 1.035
H 5.083 -0.578 1.336
C 4.616 4.791 0.891
C 5.320 3.754 0.026
C 4.469 2.887 -0.798
N 3.318 3.142 -1.365
N 2.701 2.075 -1.955
C 3.450 0.985 -1.870
N 3.096 -0.239 -2.381
S 4.915 1.284 -1.125
H 5.174 5.726 0.891
H 4.392 4.420 1.878
H 3.639 5.057 0.434
H 5.925 3.069 0.666
H 6.050 4.215 -0.649
H 2.102 -0.340 -2.573
H 3.308 -1.015 -1.740
```

HOMO level   -1.65 eV
Charge   -2

=====

Record 4
DFT (ωB97M-V/def2-TZVPD) results for 3 unconnected molecules or ions with the total composition C38H68INO8 at a distorted geometry.

```
116
C38H68INO8 (ωB97M-V/def2-TZVPD)
C -3.100 3.518 -4.003
C -1.646 3.740 -4.465
C -0.677 3.747 -3.286
C 0.798 3.503 -3.615
C 1.072 2.378 -4.616
C 0.306 1.063 -4.393
C 1.158 -0.169 -4.068
C 2.158 -0.042 -2.922
C 1.559 -0.021 -1.499
C 0.334 -0.954 -1.384
O -0.849 -0.238 -1.700
C -2.039 -0.886 -1.377
C -2.733 -0.377 -0.271
C -3.971 -0.884 0.131
C -4.682 -0.274 1.314
C -4.512 -1.931 -0.611
C -3.826 -2.430 -1.731
C -2.584 -1.934 -2.139
C -1.873 -2.472 -3.373
C -0.923 -3.649 -2.974
C -2.836 -3.011 -4.428
O 1.206 1.382 -1.307
C 1.785 1.899 -0.218
O 2.012 3.046 -0.087
C 2.012 0.737 0.766
C 2.940 1.115 1.925
C 2.712 0.491 3.310
C 2.822 -1.024 3.430
C 0.566 0.478 1.247
C -0.006 1.700 1.946
C -0.910 2.550 1.186
O -1.372 1.637 2.206
C 2.514 -0.270 -0.288
I 4.574 0.309 -0.868
C 2.674 -1.729 0.175
N 3.014 -2.708 -0.835
H -3.194 3.580 -2.922
H -3.469 2.538 -4.300
H -3.778 4.245 -4.441
H -1.411 2.969 -5.190
H -1.604 4.705 -4.968
H -1.003 2.982 -2.576
H -0.768 4.696 -2.762
H 1.332 3.367 -2.681
H 1.195 4.423 -4.053
H 0.808 2.759 -5.600
H 2.148 2.217 -4.665
H -0.498 1.171 -3.675
H -0.196 0.834 -5.336
H 0.501 -1.026 -3.946
H 1.742 -0.391 -4.963
H 2.827 -0.897 -2.986
H 2.713 0.877 -3.054
H 0.223 -1.330 -0.369
H 0.503 -1.793 -2.050
H -2.305 0.445 0.279
H -3.952 0.056 2.047
H -5.368 -0.999 1.738
H -5.256 0.592 0.994
H -5.472 -2.346 -0.338
H -4.313 -3.219 -2.279
H -1.321 -1.660 -3.836
H 0.044 -3.524 -3.458
H -0.781 -3.670 -1.898
H -1.360 -4.597 -3.269
H -2.248 -3.436 -5.241
H -3.442 -2.225 -4.871
H -3.457 -3.813 -4.046
H 2.812 2.190 2.047
H 3.987 0.974 1.676
H 3.502 0.895 3.942
H 1.778 0.810 3.765
H 2.013 -1.561 2.945
H 3.776 -1.398 3.068
H 2.778 -1.292 4.485
H 0.472 -0.365 1.930
H -0.121 0.353 0.424
H 0.615 2.202 2.671
H -1.214 2.197 0.213
H -1.000 3.586 1.467
H 1.786 -2.046 0.722
H 3.484 -1.718 0.894
H 4.006 -2.812 -0.960
H 2.546 -2.577 -1.716
C -9.126 1.307 5.642
O -9.032 -0.103 5.735
C -9.012 -0.752 4.474
C -7.612 -1.158 4.073
O -6.780 -0.031 3.847
C -5.907 0.248 4.927
H -8.919 1.715 6.630
H -8.402 1.714 4.932
H -10.136 1.607 5.343
H -9.455 -0.112 3.704
H -9.629 -1.652 4.561
H -7.665 -1.718 3.133
H -7.175 -1.813 4.832
H -5.090 -0.481 4.960
H -6.434 0.246 5.884
H -5.483 1.237 4.760
C 7.387 0.414 2.448
O 7.393 -0.997 2.581
C 7.481 -1.678 1.339
C 8.881 -2.178 1.064
O 9.797 -1.110 0.886
C 10.588 -0.848 2.031
H 7.535 0.838 3.440
H 8.190 0.760 1.793
H 6.425 0.761 2.054
H 7.140 -1.032 0.526
H 6.803 -2.538 1.393
H 8.872 -2.758 0.135
H 9.213 -2.839 1.871
H 11.350 -1.624 2.158
H 9.980 -0.785 2.937
H 11.085 0.108 1.875
```

Structure (SMILES)   CCCCCCCC[C@]1(COc2cc(C)ccc2C(C)C)OC(=O)[C@@](CCC)(C[C@H]2CO2)[C@@]1(I)CN.COCCOC.COCCOC
HOMO level   -8.78 eV